(1)
C45H54F8IN3O16PS | ωB97M-V/def2-TZVPD

```
! RIJCOSX wB97M-V def2-TZVPD def2/J DEFGRID3
* xyz 1 1
C -4.80 -0.37 3.37
C -3.46 -0.42 2.60
C -2.46 0.47 3.29
F -2.50 0.18 4.63
N -0.96 0.38 2.94
C -0.25 1.22 4.02
C 0.24 0.76 5.42
C -0.53 -0.13 6.39
O 1.59 0.29 5.35
C -0.54 -1.02 3.16
C 0.94 -1.11 2.87
O 1.50 -2.21 3.53
C 1.15 -1.18 1.31
C 1.09 -2.70 0.91
C 2.39 -3.48 0.81
C 3.08 -3.47 -0.42
C 4.27 -4.18 -0.62
C 4.80 -4.93 0.42
C 4.11 -4.98 1.65
C 2.92 -4.27 1.84
P 2.95 -0.66 1.25
S 3.37 1.14 1.93
C 0.06 -0.29 0.58
I -1.60 -1.60 -0.19
C 0.63 0.22 -0.77
F 1.60 1.14 -0.63
F 1.30 -0.86 -1.28
C -0.22 0.70 -2.02
F -0.42 -0.31 -2.87
F -1.42 1.21 -1.74
C 0.52 1.80 -2.85
F 1.69 1.39 -3.26
F 0.62 2.92 -2.17
F -0.22 2.04 -3.91
C -0.68 0.86 1.49
C 0.18 2.15 1.36
N -0.15 3.29 2.23
O -1.88 1.10 0.83
C -2.61 2.32 1.00
C -2.47 3.37 -0.09
N -3.64 3.38 -0.99
C -4.28 4.70 -1.08
C -5.16 4.81 -2.33
C -6.28 5.82 -2.11
O -4.34 5.32 -3.39
H -4.83 -1.08 4.19
H -5.59 -0.60 2.68
H -5.00 0.64 3.74
H -3.69 -0.09 1.60
H -3.17 -1.46 2.54
H -2.77 1.50 3.23
H -0.79 2.15 4.10
H 0.70 1.51 3.58
H 0.35 1.70 5.95
H -1.47 0.30 6.70
H -0.64 -1.16 6.08
H 0.08 -0.16 7.29
H 1.56 -0.67 5.28
H -0.72 -1.32 4.18
H -1.07 -1.74 2.55
H 1.50 -0.24 3.21
H 0.85 -2.91 3.65
H 0.75 -2.76 -0.12
H 0.35 -3.24 1.49
H 2.68 -2.90 -1.25
H 4.75 -4.11 -1.58
H 5.73 -5.47 0.30
H 4.52 -5.58 2.45
H 2.43 -4.36 2.79
H 3.46 -0.84 -0.03
H 3.55 -1.55 2.13
H 1.22 1.89 1.48
H 0.10 2.48 0.34
H 0.58 3.43 2.92
H -0.16 4.15 1.69
H -3.66 2.05 1.02
H -2.42 2.81 1.95
H -2.40 4.35 0.37
H -1.58 3.26 -0.70
H -3.30 3.17 -1.92
H -4.89 4.84 -0.19
H -3.56 5.51 -1.16
H -5.53 3.82 -2.59
H -6.41 6.10 -1.07
H -7.23 5.47 -2.51
H -6.02 6.73 -2.65
H -4.02 4.61 -3.95
C -4.37 7.31 -7.92
C -4.04 6.62 -6.82
C -3.52 5.20 -6.91
O -3.24 4.63 -5.87
C -3.40 4.58 -8.21
C -3.73 5.28 -9.31
C -4.23 6.70 -9.23
O -4.49 7.26 -10.28
O -3.65 4.79 -10.53
O -4.15 7.11 -5.60
H -4.74 8.33 -7.88
H -3.04 3.56 -8.26
H -3.94 5.51 -11.13
H -3.83 6.42 -4.98
C 5.16 -4.38 6.47
C 4.01 -3.99 5.90
C 2.69 -4.64 6.22
O 1.71 -4.19 5.65
C 2.67 -5.74 7.16
C 3.81 -6.14 7.73
C 5.13 -5.47 7.43
O 6.11 -5.89 8.02
O 3.88 -7.13 8.60
O 3.95 -3.00 5.01
H 6.11 -3.92 6.25
H 1.72 -6.20 7.37
H 4.82 -7.21 8.86
H 3.01 -2.91 4.75
C 5.22 -4.61 -5.57
C 4.81 -4.93 -6.81
C 3.50 -4.43 -7.37
O 3.22 -4.76 -8.51
C 2.66 -3.60 -6.53
C 3.07 -3.29 -5.29
C 4.39 -3.77 -4.75
O 4.68 -3.42 -3.61
O 2.37 -2.53 -4.46
O 5.51 -5.69 -7.63
H 6.16 -4.96 -5.17
H 1.72 -3.26 -6.93
H 2.92 -2.46 -3.65
H 4.99 -5.76 -8.46
*
```

Kohn-Sham gap, eV: 7.6
E_tot, eV: -134725.3252
E_LUMO, eV: -3.297
HOMO level, eV: -10.86
F_max, eV/Å: 2.40

---

(2)
C6H14N2O2 | ωB97M-V/def2-TZVPD

```
! RIJCOSX wB97M-V def2-TZVPD def2/J DEFGRID3
* xyz 0 1
C -2.92 1.61 0.31
C -1.76 -1.77 -0.86
C -2.13 0.41 0.28
O -0.98 0.40 0.67
N -2.59 -0.65 -0.51
H -3.44 1.82 1.16
H -3.54 -0.77 -0.59
H -0.63 -1.67 -0.88
H -2.36 2.56 0.28
H -3.55 1.56 -0.51
H -1.95 -2.67 -0.30
H -2.10 -1.76 -1.87
C 2.06 -1.00 1.69
C 2.62 1.07 -1.34
C 3.01 0.64 -0.01
O 3.91 0.96 0.77
N 2.10 -0.42 0.33
H 1.14 -0.33 0.04
H 1.16 -0.54 2.26
H 3.09 0.52 -2.08
H 1.95 -2.09 1.57
H 2.74 -0.86 2.53
H 1.62 0.79 -1.61
H 2.56 2.19 -1.33
*
```

Kohn-Sham gap, eV: 9.6
ΔE to the lowest compared entry with this formula, charge and spin, kcal per mole: 64.8
SMILES: CNC(C)=O.CNC(C)=O
E_tot, eV: -13522.8122
E_LUMO, eV: 0.584
HOMO level, eV: -9.06
F_max, eV/Å: 4.63

---

(3)
C22H37N3O3 | ωB97M-V/def2-TZVPD

```
! RIJCOSX wB97M-V def2-TZVPD def2/J DEFGRID3
* xyz 0 1
C -1.95 2.28 -1.56
C -0.67 2.11 -0.74
C 0.53 1.57 -1.56
C 0.16 0.23 -2.23
C -0.40 -0.85 -1.32
C 0.92 2.57 -2.67
C 2.38 2.50 -3.11
C 1.74 1.30 -0.63
O 2.33 0.24 -0.67
N 2.17 2.25 0.25
C 3.38 1.91 1.04
C 3.57 3.23 1.77
O 4.80 3.72 2.27
N 4.65 5.13 2.23
C 3.71 5.44 1.42
C 3.32 6.84 1.12
N 3.33 7.02 -0.32
C 2.37 7.76 -0.96
O 1.42 8.24 -0.37
C 2.51 7.81 -2.48
C 1.69 6.63 -3.05
C 1.96 6.36 -4.53
C 1.09 7.15 -5.51
C 0.83 8.62 -5.12
C 2.03 9.35 -4.50
C 2.11 9.19 -2.99
C 3.22 4.22 0.70
C 1.87 3.71 0.27
H -2.73 2.72 -0.94
H -1.80 2.94 -2.41
H -2.33 1.33 -1.93
H -0.42 3.07 -0.31
H -0.86 1.43 0.10
H -0.56 0.45 -3.02
H 1.06 -0.15 -2.73
H -0.58 -1.76 -1.89
H 0.29 -1.09 -0.51
H -1.36 -0.56 -0.88
H 0.29 2.37 -3.54
H 0.67 3.60 -2.38
H 2.56 3.14 -3.98
H 3.06 2.83 -2.32
H 2.67 1.49 -3.38
H 3.19 1.06 1.68
H 4.22 1.67 0.39
H 2.83 3.30 2.58
H 2.30 7.04 1.45
H 3.98 7.54 1.64
H 4.17 6.80 -0.82
H 3.56 7.62 -2.74
H 1.96 5.74 -2.47
H 0.63 6.81 -2.86
H 3.02 6.57 -4.73
H 1.83 5.30 -4.73
H 1.56 7.11 -6.49
H 0.12 6.65 -5.61
H 0.50 9.15 -6.02
H 0.00 8.67 -4.42
H 2.96 9.02 -4.98
H 1.94 10.41 -4.72
H 1.14 9.44 -2.55
H 2.82 9.92 -2.58
H 3.91 4.06 -0.14
H 1.56 4.07 -0.71
H 1.09 3.95 0.99
*
```

Kohn-Sham gap, eV: 10.1
ΔE to the lowest compared entry with this formula, charge and spin, kcal per mole: 45.1
SMILES: CCC(CC)(CC)C(=O)N1C[C@H]2ON=C(CNC(=O)C3CCCCCC3)[C@@H]2C1
E_tot, eV: -34026.6794
E_LUMO, eV: 0.536
HOMO level, eV: -9.53
F_max, eV/Å: 0.22

---

(4)
C12H17N | ωB97M-V/def2-TZVPD

```
! RIJCOSX wB97M-V def2-TZVPD def2/J DEFGRID3
* xyz 0 1
C 2.44 0.06 2.23
C 1.75 -0.97 3.07
C 1.78 0.54 0.92
C 2.42 1.52 0.21
C 0.88 -0.10 0.04
C 1.00 0.54 -1.22
C 0.11 -1.30 0.07
C 0.26 0.17 -2.34
C -0.58 -1.72 -1.06
C -0.42 -1.01 -2.27
N 1.96 1.53 -1.10
H 2.64 1.02 2.73
H 3.41 -0.33 1.91
H 1.46 -1.79 2.40
H 3.32 2.05 0.47
H 2.07 2.25 -1.79
H -0.03 -1.83 1.00
H 0.39 0.80 -3.21
H -1.06 -2.68 -0.94
H -0.97 -1.41 -3.12
H 0.87 -0.67 3.63
H 2.48 -1.49 3.69
C -3.43 -0.19 -0.49
C -3.09 1.24 -0.87
H -2.60 -0.60 0.06
H -4.24 -0.13 0.26
H -3.98 -0.64 -1.31
H -2.98 1.94 -0.02
H -2.11 1.42 -1.34
H -3.76 1.73 -1.58
*
```

Kohn-Sham gap, eV: 8.7
ΔE to the lowest compared entry with this formula, charge and spin, kcal per mole: 28.5
SMILES: CCc1c[nH]c2ccccc12.CC
E_tot, eV: -14209.1024
E_LUMO, eV: 0.942
HOMO level, eV: -7.79
F_max, eV/Å: 2.51

---

(5)
C29H32N4O3 | ωB97M-V/def2-TZVPD

```
! RIJCOSX wB97M-V def2-TZVPD def2/J DEFGRID3
* xyz 0 1
C 3.46 3.41 1.49
N 2.81 2.45 0.62
C 3.51 1.75 -0.33
O 4.71 1.88 -0.61
C 2.54 0.79 -1.00
C 2.90 -0.69 -0.87
C 3.00 -1.05 0.59
C 4.16 -0.68 1.28
C 4.29 -0.95 2.64
C 3.24 -1.57 3.32
C 2.07 -1.94 2.64
C 1.96 -1.70 1.27
N 1.28 1.11 -0.34
C 0.17 0.43 -0.65
C -1.04 0.62 -0.01
C -2.20 -0.08 -0.32
C -3.45 0.16 0.32
C -4.61 -0.52 -0.13
C -5.85 -0.28 0.45
C -5.96 0.64 1.51
C -4.83 1.32 1.97
C -3.59 1.08 1.40
C 1.41 2.12 0.74
C 1.09 1.59 2.16
C 0.67 2.82 2.96
C 0.33 3.94 1.95
C 0.55 3.39 0.54
H 4.50 3.53 1.18
H 2.94 4.38 1.43
H 3.43 3.08 2.54
H 2.48 1.07 -2.07
H 2.13 -1.30 -1.36
H 3.86 -0.84 -1.37
H 4.96 -0.17 0.74
H 5.22 -0.67 3.15
H 3.34 -1.78 4.39
H 1.24 -2.41 3.17
H 1.06 -2.00 0.72
H 0.22 -0.30 -1.46
H -1.08 1.37 0.78
H -2.16 -0.82 -1.11
H -4.49 -1.24 -0.95
H -6.73 -0.79 0.07
H -6.93 0.83 1.97
H -4.90 2.04 2.79
H -2.70 1.60 1.77
H 0.30 0.83 2.10
H 1.98 1.08 2.57
H -0.20 2.59 3.60
H 1.48 3.14 3.62
H -0.70 4.30 2.09
H 0.99 4.80 2.13
H 1.07 4.10 -0.12
H -0.40 3.12 0.06
C -1.66 -3.59 -6.02
N -1.74 -3.48 -4.58
C -1.66 -2.17 -3.98
O -1.50 -1.21 -4.74
N -1.77 -2.09 -2.63
C -1.65 -3.17 -1.83
O -1.44 -3.08 -0.60
C -1.79 -4.48 -2.48
C -1.79 -4.59 -3.82
H -1.67 -4.65 -6.29
H -2.51 -3.09 -6.49
H -0.74 -3.11 -6.38
H -1.81 -5.34 -1.83
H -1.81 -5.55 -4.34
*
```

Kohn-Sham gap, eV: 5.7
ΔE to the lowest compared entry with this formula, charge and spin, kcal per mole: 42.4
E_tot, eV: -42695.1013
E_LUMO, eV: -1.608
HOMO level, eV: -7.30
F_max, eV/Å: 1.72

---

(6)
C5H13N | ωB97M-V/def2-TZVPD

```
! RIJCOSX wB97M-V def2-TZVPD def2/J DEFGRID3
* xyz 0 1
C 1.62 1.27 -2.09
N 2.08 0.65 -0.83
C -0.52 -0.89 -0.13
C -0.88 -0.87 1.28
C -1.96 -0.27 -0.21
C -0.04 -0.28 2.41
H 1.37 2.35 -1.88
H 2.43 1.29 -2.86
H 0.73 0.83 -2.50
H 2.52 -0.23 -1.07
H -0.50 -1.78 -0.78
H 1.29 0.33 -0.31
H -1.64 -1.49 1.68
H -2.66 -1.13 -0.09
H -2.29 0.52 0.45
H -2.07 0.06 -1.24
H 0.27 0.80 2.22
H -0.63 -0.25 3.33
H 0.89 -0.90 2.63
*
```

Kohn-Sham gap, eV: 6.6
ΔE to the lowest compared entry with this formula, charge and spin, kcal per mole: 142.7
E_tot, eV: -6880.0071
E_LUMO, eV: -0.428
HOMO level, eV: -7.01
F_max, eV/Å: 4.83